Record 1
# C2H5N3O

An isolated molecule of C2H5N3O at a distorted geometry (wB97M-V/def2-TZVPD, the OMol25 dataset).

```
11
Properties=species:S:1:pos:R:3:nbo_charge:R:1
H 0.4243 1.7281 -0.8652 0.36
N -0.4178 1.3994 -0.4642 -0.71
C -0.4876 0.1564 -0.1009 0.36
N -1.6863 -0.3751 0.2415 -0.77
C 0.6137 -0.8738 -0.4237 -0.11
N 1.8871 -0.6005 -0.2494 -0.03
O 2.1087 0.5403 0.4619 -0.55
H -2.3894 0.1632 0.6422 0.40
H -1.6300 -1.2434 0.7393 0.38
H 0.3372 -1.9222 -0.7351 0.22
H 1.2402 1.0275 0.7535 0.46
```

E_HOMO = -9.7 eV
energy relative to the best compared isomer or geometry (same formula, charge and spin) = 77.44 kcal per mole
LUMO = 0.33 eV
Kohn-Sham gap = 10.03 eV
M = 87.08 g/mol
multiplicity = 1

***

Record 2
# C34H37AsIrN2P2

A structure of composition C34H37AsIrN2P2 (wB97M-V/def2-TZVPD, the OMol25 dataset).

```
77
Properties=species:S:1:pos:R:3:mulliken_charge:R:1
Ir 0.0268 1.1639 -0.7015 0.95
C -3.6574 1.2939 -0.7246 -1.04
P -2.0986 1.6464 -1.5734 0.65
C -2.1753 3.4293 -1.9166 -1.28
C -2.2298 0.8458 -3.2027 -0.75
C -0.9453 1.1097 -3.9837 -1.15
P 0.5321 0.7255 -2.9583 1.42
C 1.2117 -0.7628 -3.7336 -1.55
C 1.7478 2.0258 -3.3203 -1.48
H -3.7207 0.2469 -0.4429 0.07
H -4.4690 1.5290 -1.4165 0.55
H -3.7926 1.9109 0.1625 0.50
H -3.0441 3.6258 -2.5483 0.49
H -1.2826 3.7893 -2.4294 0.39
H -2.2886 3.9952 -0.9918 0.41
H -3.1107 1.2068 -3.7361 0.64
H -2.3739 -0.2239 -3.0241 0.31
H -0.8828 2.1545 -4.2954 0.49
H -0.9051 0.5092 -4.8938 0.57
H 1.5298 -0.4847 -4.7407 0.58
H 0.4380 -1.5236 -3.8192 0.46
H 2.0632 -1.1824 -3.2027 0.38
H 1.7723 2.1892 -4.4000 0.53
H 2.7411 1.7213 -2.9900 0.37
H 1.4933 2.9719 -2.8373 0.39
C 4.2703 0.2433 0.0412 -1.00
C 4.5456 1.0460 1.1354 -0.98
C 3.5162 1.7781 1.7090 -0.67
C 2.2438 1.7026 1.1718 0.47
N 1.9942 0.9580 0.0700 0.24
C 2.9851 0.2311 -0.4614 -0.06
C 1.0694 2.3777 1.7752 0.84
C 1.1478 3.1054 2.9503 -0.68
C -0.0012 3.6548 3.4965 -0.99
C -1.2125 3.4530 2.8546 -0.85
C -1.2236 2.7244 1.6835 0.17
N -0.1140 2.2033 1.1402 -0.04
H 5.0355 -0.3619 -0.4240 0.56
H 5.5449 1.0966 1.5470 0.50
H 3.7132 2.3966 2.5711 0.48
H 2.7223 -0.3928 -1.3036 0.30
H 2.0960 3.2415 3.4471 0.44
H 0.0493 4.2266 4.4137 0.50
H -2.1360 3.8543 3.2476 0.54
H -2.1475 2.5481 1.1531 0.01
C -4.6795 -2.7168 0.2794 -0.63
C -3.8716 -2.8453 -0.8466 -1.01
C -2.5977 -2.3030 -0.8453 -0.08
C -2.1379 -1.6350 0.2900 0.44
C -2.9356 -1.5149 1.4230 -0.18
C -4.2132 -2.0594 1.4096 -0.84
As -0.3513 -0.9615 0.3017 1.81
C 0.8418 -2.3734 -0.1851 0.37
C 0.9264 -3.0935 -1.3655 -0.91
C 1.8386 -4.1355 -1.4567 -1.02
C 2.6450 -4.4460 -0.3685 -1.00
C 2.5366 -3.7422 0.8238 -0.90
C 1.6276 -2.6969 0.9314 0.94
C 1.3625 -1.9204 2.1645 -0.16
C 2.0022 -2.1068 3.3850 -0.63
C 1.6274 -1.3492 4.4859 -1.10
C 0.6110 -0.4053 4.3915 -1.10
C -0.0347 -0.2017 3.1799 -0.27
C 0.3471 -0.9580 2.0820 0.33
H -5.6722 -3.1466 0.2789 0.44
H -4.2329 -3.3799 -1.7148 0.47
H -1.9631 -2.4274 -1.7157 0.35
H -2.5701 -1.0241 2.3159 0.33
H -4.8388 -1.9819 2.2886 0.48
H 0.2680 -2.8836 -2.1964 0.67
H 1.9106 -4.7167 -2.3660 0.50
H 3.3488 -5.2644 -0.4414 0.46
H 3.1468 -4.0318 1.6685 0.48
H 2.7787 -2.8522 3.4917 0.51
H 2.1235 -1.5081 5.4342 0.47
H 0.3164 0.1595 5.2659 0.53
H -0.8392 0.5227 3.1125 0.56
```

net charge = +3
E_HOMO = -16.3 eV
energy relative to the best compared isomer or geometry (same formula, charge and spin) = 0.00 kcal per mole
LUMO = -10.26 eV
Kohn-Sham gap = 6.04 eV
M = 802.77 g/mol
multiplicity = 1